# 1
The following is a quantum chemistry calculation of a structure of composition C23H43GeN5O2Zr, from the Open Molecules 2025 dataset.

Element x y z (Å)
H1 -1.276 1.359 4.377
H2 -1.984 -0.533 -0.045
C1 -3.531 0.737 -2.605
H3 -2.482 2.500 2.247
H4 0.029 0.317 -4.680
H5 -2.820 2.944 0.594
C2 3.645 -0.911 -1.616
C3 2.372 1.735 -2.739
C4 -1.284 -2.478 1.945
C5 2.006 -2.240 0.191
H6 -4.105 0.777 -3.532
C6 2.419 -0.273 -1.166
H7 -3.147 -1.474 2.431
H8 0.113 -1.013 -1.835
Zr1 0.098 0.080 0.651
H9 4.838 -2.649 -1.585
H10 0.700 3.339 0.175
H11 -2.612 -2.501 -2.491
H12 -3.444 1.762 -2.240
H13 1.783 1.776 -3.658
H14 2.438 2.760 -2.356
H15 -1.300 2.097 -1.751
H16 3.619 2.602 1.713
H17 1.333 0.143 4.663
C7 -0.313 3.069 -0.127
H18 -2.847 -2.115 -4.194
H19 4.287 -0.410 -2.328
H20 0.174 2.916 -2.222
C8 -2.339 2.186 1.214
C9 2.285 0.643 2.812
C10 1.033 -4.213 1.570
H21 2.805 2.494 0.130
H22 -3.620 0.853 0.069
C11 3.948 -2.161 -1.210
C12 1.794 0.795 -1.739
N1 -0.105 -2.072 1.162
C13 -0.507 -0.174 -1.508
O1 -0.041 0.265 3.111
H23 -0.834 1.825 -4.322
C14 -0.952 0.754 -4.490
N2 -2.138 -0.349 0.955
H24 3.385 1.443 -3.007
H25 -3.774 0.675 1.800
H26 3.245 -3.943 -0.138
H27 2.491 -0.394 2.525
O2 1.944 1.395 1.634
H28 2.023 -4.637 1.441
H29 -1.495 -3.538 1.803
N3 -0.856 2.219 0.976
H30 0.805 -4.188 2.637
C15 0.929 -2.842 0.991
H31 -2.056 0.066 3.436
H32 3.187 1.050 3.271
C16 -3.051 0.823 0.997
C17 -1.170 0.341 3.995
C18 3.062 -2.899 -0.339
N4 1.791 -0.899 -0.078
C19 3.125 1.939 1.005
H33 -1.553 0.629 -5.392
H34 -3.145 -2.204 0.842
H35 -0.435 2.568 1.829
H36 0.979 1.783 4.077
Ge1 -1.826 -0.130 -2.996
C20 1.143 0.746 3.772
C21 -2.160 -2.009 -3.355
H37 -0.882 3.997 -0.232
H38 0.308 -4.881 1.099
C22 -2.529 -1.650 1.552
C23 -0.278 2.307 -1.440
H39 -1.058 -2.334 3.005
H40 3.791 1.132 0.699
N5 0.406 0.992 -1.317
H41 -1.028 -0.344 4.832
H42 -4.121 0.155 -1.894
H43 -1.236 -2.531 -3.604

Orbital gap ... 6.511 eV
Net charge ... +2
DFT total energy ... -3449.9635 a.u.
E_LUMO ... -5.94 eV
Multiplicity ... 1
ΔE to the lowest compared entry with this formula, charge and spin ... 130.95 kJ/mol
HOMO level ... -12.45 eV

=====

# 2
The following is a quantum chemistry calculation of a structure of composition C39H52N5O3P4ReS, from the Open Molecules 2025 dataset.

Element x y z (Å)
H1 -2.428 -3.699 0.715
H2 2.715 4.869 -0.419
H3 -0.756 -0.270 6.108
O1 1.837 -0.059 -0.702
H4 -3.093 -3.103 2.217
C1 -0.342 -3.747 -2.213
H5 -5.523 3.552 0.065
H6 0.741 2.966 3.590
C2 -4.363 2.087 2.960
H7 3.167 -4.443 0.812
P1 -2.629 -0.291 -0.066
H8 -3.101 0.267 2.919
H9 -1.102 5.303 -1.086
C3 -0.208 -3.515 2.600
H10 3.039 -0.682 2.661
C4 2.445 3.910 -3.346
H11 -2.920 -0.508 -2.905
C5 0.528 2.388 -3.857
H12 1.897 -2.420 0.081
H13 1.116 2.261 -4.754
H14 -6.659 -2.569 -3.377
H15 0.292 1.325 -3.616
C6 0.299 1.989 3.785
C7 -5.919 -2.188 -2.667
H16 0.091 2.108 5.974
C8 -5.108 2.951 2.135
H17 4.724 -0.140 2.506
N1 4.205 0.610 -1.266
H18 -5.621 3.798 2.600
C9 -2.943 -2.864 1.171
H19 -0.769 5.268 0.617
P2 1.031 2.921 -1.315
C10 0.300 -2.739 1.553
C11 2.197 -4.255 1.283
H20 3.453 3.730 -2.856
C12 0.543 -4.663 2.983
C13 -0.701 4.691 -0.283
H21 -4.566 -1.855 -4.319
C14 -6.125 -2.101 -1.308
H22 3.454 1.568 3.248
C15 -0.512 -0.116 2.710
C16 -3.507 0.987 0.940
H23 -1.382 -3.622 -1.949
H24 1.769 5.258 0.998
H25 5.548 1.893 -0.378
H26 0.137 -5.269 3.753
C17 3.807 -0.313 1.942
N2 3.414 0.924 1.272
H27 -3.934 -2.824 0.678
H28 0.265 1.673 1.679
O2 2.262 2.373 -0.396
C18 2.141 -4.248 -3.419
C19 1.588 -2.954 -3.416
H29 2.872 2.820 2.154
C20 0.161 -5.054 -2.272
C21 -0.748 -0.609 4.044
S1 -0.234 -1.034 -2.834
H30 1.601 6.238 -0.543
H31 -7.063 -2.435 -0.784
C22 1.741 5.222 -0.107
C23 -3.614 1.047 2.354
H32 4.538 2.425 2.192
H33 1.817 -6.312 -2.797
H34 3.130 -4.341 -3.894
H35 2.128 4.946 -3.171
H36 2.181 -2.179 -3.970
C24 1.750 -4.960 2.402
H37 5.824 1.628 -2.103
P3 -0.624 -1.228 1.211
N3 1.443 2.943 -2.849
P4 2.931 0.917 -0.260
H38 -4.468 2.024 4.048
C25 1.417 -5.281 -2.829
C26 -0.520 0.197 5.133
C27 0.408 -2.663 -2.708
C28 -5.191 -1.347 -0.541
H39 -5.485 -0.987 0.452
C29 -4.715 -1.710 -3.242
C30 -3.964 -0.913 -1.098
H40 3.888 -1.111 1.263
C31 0.010 1.496 5.044
C32 4.032 -0.342 -2.363
H41 4.219 -1.408 -2.069
N4 0.704 4.324 -0.591
C33 1.491 -3.114 0.878
H42 -0.415 -5.877 -1.864
O3 -0.219 2.016 -1.127
H43 -1.102 -3.171 3.131
H44 6.334 0.455 -0.942
H45 2.376 -5.738 2.757
C34 0.083 1.168 2.632
H46 -0.399 2.999 -3.918
H47 2.564 3.800 -4.421
H48 -1.312 -1.512 4.205
C35 5.538 1.177 -1.167
C36 -3.780 -1.007 -2.473
H49 -1.359 3.770 -0.229
Re1 -0.310 -0.028 -0.828
N5 -2.277 -1.571 1.099
H50 4.709 -0.092 -3.169
C37 -4.241 1.897 0.176
C38 3.548 2.005 2.254
H51 3.032 -0.327 -2.788
H52 -4.181 1.755 -0.875
C39 -5.045 2.867 0.752

Orbital gap (spin up / spin down) ... 6.135 / 6.209 eV
Net charge ... +3
DFT total energy ... -3857.9334 a.u.
E_LUMO (spin up / spin down) ... -9.67 / -9.75 eV
Multiplicity ... 4
HOMO level (spin up / spin down) ... -15.80 / -15.96 eV

=====

# 3
The following is a quantum chemistry calculation of a structure of composition C36H44N4S3SbTa, from the Open Molecules 2025 dataset.

Element x y z (Å)
C1 1.878 2.646 5.271
C2 0.399 -2.454 3.413
S1 2.200 -0.179 -2.039
H1 -2.164 6.637 -2.325
C3 -0.082 -3.416 -0.004
C4 -0.668 3.531 -2.431
C5 0.174 2.529 3.454
H2 0.523 5.212 3.715
H3 -2.925 5.100 -2.751
H4 1.557 -6.672 2.536
C6 0.165 -2.785 1.200
H5 -1.864 1.931 -5.148
H6 1.779 -5.530 1.203
N1 0.179 -1.415 1.366
C7 0.076 4.998 2.743
S2 3.282 -2.854 0.089
C8 -0.040 2.874 1.241
C9 -0.760 5.010 -2.623
H7 -0.135 1.872 5.457
C10 -1.221 -2.607 -4.806
H8 0.797 3.440 -5.360
C11 -1.171 2.702 -4.809
H9 -2.301 5.350 -1.120
H10 -1.198 -5.148 -3.564
C12 1.603 -5.615 2.274
C13 -0.722 1.289 -2.671
H11 0.732 -6.565 -2.896
H12 2.498 -1.537 4.897
C14 -1.338 5.593 2.701
H13 -1.959 5.151 3.481
H14 -1.174 -5.397 -1.826
H15 -0.530 -5.370 2.133
H16 -1.302 6.670 2.862
C15 -2.737 -2.603 -5.047
H17 0.022 -1.845 5.421
H18 0.221 -3.572 5.206
S3 2.688 0.538 1.107
H19 -0.797 -3.545 -5.167
C16 -0.648 -4.913 -2.652
H20 0.120 -5.128 3.745
H21 -0.056 3.612 5.267
H22 0.039 5.503 -2.065
H23 -1.817 5.404 1.739
C17 0.141 1.278 2.742
H24 0.701 5.480 1.989
C18 0.773 -5.484 -2.763
H25 -1.648 3.666 -4.987
C19 -0.734 -1.195 -2.670
N2 -0.405 -1.418 -1.352
C20 -0.362 -2.781 -1.196
C21 2.084 -2.481 5.256
C22 0.382 2.674 4.927
C23 0.297 -1.199 2.722
H26 -0.757 -1.805 -5.383
C24 -0.649 -3.434 -2.444
C25 0.599 -2.601 4.885
H27 -0.098 -4.498 0.001
Ta1 0.617 0.062 -0.134
H28 -2.954 -2.694 -6.111
Sb1 4.034 -0.713 -0.506
H29 -3.209 -3.437 -4.528
C26 0.298 -4.924 2.689
H30 1.361 -5.268 -1.870
H31 2.345 1.735 4.893
C27 0.271 0.038 3.336
H32 1.293 -5.054 -3.619
C28 -0.377 2.881 -1.185
H33 2.025 2.689 6.350
C29 0.078 3.520 2.521
C30 -0.887 0.048 -3.254
C31 -0.184 3.514 0.027
H34 2.213 -2.528 6.337
N3 -0.380 1.515 -1.353
H35 -0.198 4.595 0.034
H36 -1.170 0.049 -4.298
C32 0.131 2.617 -5.620
H37 2.390 3.496 4.818
N4 0.001 1.510 1.392
H38 -3.184 -1.678 -4.680
H39 0.357 0.034 4.414
H40 -0.080 2.670 -6.688
C33 -0.896 2.544 -3.349
H41 -0.608 5.246 -3.676
H42 2.656 -3.290 4.802
H43 2.458 -5.168 2.783
H44 0.655 1.683 -5.414
C34 0.300 -3.442 2.474
C35 -2.122 5.559 -2.175
C36 -0.882 -2.449 -3.358

Orbital gap (spin up / spin down) ... 5.689 / 4.855 eV
Net charge ... +1
DFT total energy ... -3109.0799 a.u.
E_LUMO (spin up / spin down) ... -4.14 / -4.98 eV
Multiplicity ... 2
HOMO level (spin up / spin down) ... -9.83 / -9.83 eV

=====

# 4
The following is a quantum chemistry calculation of the ion C3H7Cl2NPS with charge -1, from the Open Molecules 2025 dataset.

Element x y z (Å)
H1 1.928 -1.544 0.838
Cl1 -1.066 -1.458 1.659
H2 1.669 0.326 -1.595
H3 -3.121 -0.620 -0.746
S1 -3.356 1.283 1.298
H4 -0.287 -1.598 -0.764
N1 -0.730 0.581 -0.291
H5 -2.840 1.633 -1.395
C1 -0.213 -0.791 0.110
P1 -2.510 0.630 -0.373
C2 1.372 -0.546 0.583
H6 3.275 -0.226 -0.658
Cl2 1.260 0.608 2.074
H7 2.395 1.409 -0.175
C3 2.223 0.313 -0.563

Orbital gap ... 7.351 eV
Net charge ... -1
DFT total energy ... -1833.1787 a.u.
SMILES string ... C[C@@H](Cl)[C@@H](Cl)N=[PH2][S-]
E_LUMO ... 3.58 eV
Multiplicity ... 1
HOMO level ... -3.77 eV

=====

# 5
The following is a quantum chemistry calculation of a cluster of 2 separate species, C20H22O2S2 in total, from the Open Molecules 2025 dataset.

Element x y z (Å)
H1 -4.028 0.980 2.633
H2 1.085 -3.438 -0.613
C1 3.789 -2.677 -2.577
H3 -0.767 -2.539 3.372
H4 -0.697 1.485 -4.949
C2 -2.742 1.217 0.938
H5 -0.014 3.286 0.790
H6 -3.282 0.469 0.347
S1 0.482 1.962 -1.405
H7 0.309 3.306 -3.336
C3 3.643 -1.130 -0.723
C4 -1.385 0.256 -3.394
H8 -0.856 0.330 4.373
C5 0.413 -1.606 1.216
H9 2.321 -4.266 -2.644
C6 0.310 2.205 -3.205
C7 -1.033 1.384 -0.846
C8 -1.582 1.836 0.414
C9 1.663 -1.105 0.687
C10 -0.908 2.800 1.188
H10 -2.158 -0.826 4.789
C11 2.662 -3.373 -2.122
C12 -1.341 3.079 2.476
O1 0.092 -0.895 2.357
H11 5.230 -1.103 -2.153
H12 -1.729 2.310 -3.823
C13 -0.906 1.607 -3.885
H13 4.295 -2.998 -3.480
H14 -1.914 -1.486 2.512
H15 2.073 -0.258 1.227
H16 -0.668 -0.555 -3.578
H17 -2.784 2.632 4.030
C14 -3.162 1.505 2.226
C15 -1.126 -0.733 4.428
C16 -0.989 -1.483 3.118
O2 -0.314 -2.504 0.791
H18 1.242 1.811 -3.651
S2 -1.862 0.126 -1.645
H19 4.051 -0.327 -0.092
H20 -0.784 3.783 3.087
C17 -2.466 2.435 3.006
H21 -2.342 -0.029 -3.873
C18 4.304 -1.590 -1.849
C19 1.967 -2.926 -1.002
C20 2.388 -1.721 -0.328
H22 -0.484 -1.239 5.168

Orbital gap ... 3.132 eV
DFT total energy ... -1722.0487 a.u.
E_LUMO ... -2.23 eV
Multiplicity ... 1
HOMO level ... -5.36 eV

=====

# 6
The following is a quantum chemistry calculation of a cluster of 3 separate species, C27H54FN8O3P2 in total, from the Open Molecules 2025 dataset.

Element x y z (Å)
C1 -3.742 4.971 1.515
H1 2.284 -7.880 -3.328
O1 -0.989 6.261 2.787
C2 4.046 1.604 5.855
H2 1.521 -6.959 -2.023
C3 0.498 4.337 -3.635
C4 1.058 1.609 -2.981
H3 -1.088 3.166 5.364
C5 -4.142 4.414 4.906
H4 3.508 -0.217 0.600
H5 2.451 0.749 7.112
H6 4.628 0.883 2.113
C6 2.499 2.856 -5.089
H7 -2.410 -3.906 -2.060
H8 0.740 -1.755 0.111
H9 2.833 0.533 -4.368
H10 1.776 5.229 -5.482
H11 -1.675 1.942 3.239
P1 0.087 -4.893 -3.723
H12 3.181 -6.442 -4.836
H13 1.598 -2.041 2.677
H14 -2.605 2.730 6.118
C7 0.717 0.288 -2.061
H15 -4.500 7.359 2.320
N1 -1.083 -5.940 -4.562
P2 -1.836 5.210 3.545
H16 -0.126 5.322 -3.409
N2 1.275 -6.121 -3.956
C8 0.208 3.018 -2.706
H17 -2.707 -4.618 -4.133
H18 0.052 -7.457 -5.563
H19 -2.664 2.657 1.966
H20 0.511 3.117 3.836
H21 -2.496 -6.434 -2.397
N3 1.470 0.217 -0.750
H22 0.988 0.721 0.026
C9 1.704 -1.249 -0.335
H23 -0.446 0.348 -1.801
H24 -2.867 7.483 1.632
H25 3.323 2.828 -5.933
C10 4.086 0.806 3.147
H26 2.548 -4.818 -5.039
C11 1.997 -0.990 2.277
C12 2.159 -0.113 5.007
H27 -3.136 7.676 3.378
H28 5.737 2.338 4.144
C13 -2.253 -5.137 -4.979
O2 -0.813 3.132 -1.639
C14 -0.634 -6.635 -5.784
H29 -1.696 -6.454 -0.825
C15 -1.409 -4.060 -1.645
H30 -4.609 5.472 1.065
F1 0.969 -0.929 5.431
C16 -1.516 -6.413 -1.907
C17 4.768 1.690 4.386
H31 0.567 -7.942 -3.179
C18 1.414 -7.263 -3.068
H32 -1.476 -7.111 -6.301
N4 -3.263 5.674 2.695
H33 2.148 -1.898 -1.201
N5 -2.811 4.003 4.417
O3 1.105 -3.983 -2.994
N6 2.809 0.719 6.119
C19 1.624 4.258 -4.839
C20 -2.078 3.550 5.618
C21 2.222 1.515 -4.174
H34 -1.006 -7.343 -2.140
H35 -0.475 3.833 -0.996
H36 -4.119 3.983 1.784
H37 -1.064 2.111 1.593
H38 -4.574 3.652 5.565
N7 -0.748 -5.222 -2.252
H39 4.532 2.264 6.722
C22 2.615 -5.650 -4.331
H40 0.846 3.275 2.099
C23 2.849 -1.158 0.881
H41 1.008 -0.389 1.984
H42 -4.866 4.519 4.094
H43 -1.941 4.371 6.330
C24 0.341 3.742 2.953
C25 -1.657 2.609 2.371
H44 0.952 -0.657 -2.749
H45 -2.969 4.885 0.747
H46 -4.088 5.358 5.460
H47 -3.038 -5.773 -5.404
H48 3.191 -5.319 -3.460
H49 -0.846 -3.136 -1.803
C26 -3.444 7.117 2.489
H50 -1.969 -4.381 -5.719
N8 -1.091 3.916 2.685
H51 -0.148 -5.943 -6.481
H52 -1.501 -4.184 -0.560
H53 3.580 -2.084 0.868
H54 0.848 4.696 3.127
C27 2.746 -0.112 3.441

Orbital gap ... 4.160 eV
Net charge ... +1
DFT total energy ... -2506.4178 a.u.
E_LUMO ... -5.30 eV
Multiplicity ... 1
HOMO level ... -9.46 eV

=====

# 7
The following is a quantum chemistry calculation of a cluster of 5 separate species, C3H17NO4 in total, from the Open Molecules 2025 dataset.

Element x y z (Å)
H1 -0.302 2.277 1.625
C1 -0.393 1.111 -0.233
H2 -1.795 -2.191 -0.579
H3 0.873 0.316 -1.569
C2 -0.606 2.389 0.583
H4 0.591 -3.394 -1.326
H5 2.402 1.870 -1.972
C3 1.588 2.175 -1.319
H6 -0.117 3.255 0.144
N1 0.967 0.961 -0.795
H7 1.238 -0.878 2.254
H8 -1.190 1.022 -0.971
H9 -0.479 0.278 0.469
H10 1.397 -2.098 -1.446
H11 0.247 0.159 2.659
O1 0.499 -2.446 -1.511
O2 -0.458 -3.435 1.282
H12 0.876 2.819 -1.852
H13 -1.664 2.651 0.570
O3 0.438 -0.789 2.800
H14 -0.212 -2.895 0.523
O4 -2.294 -1.393 -0.376
H15 -0.375 -2.892 2.080
H16 -3.205 -1.671 -0.525
H17 1.974 2.799 -0.516

Orbital gap ... 9.242 eV
DFT total energy ... -480.1794 a.u.
SMILES string ... CCNC.O.O.O.O
E_LUMO ... 0.45 eV
Multiplicity ... 1
ΔE to the lowest compared entry with this formula, charge and spin ... 72.67 kJ/mol
HOMO level ... -8.79 eV

=====

# 8
The following is a quantum chemistry calculation of a cluster of 2 separate species, C3H8N2O2 in total, from the Open Molecules 2025 dataset.

Element x y z (Å)
H1 -2.564 -0.154 1.051
H2 -3.519 0.339 -0.201
O1 1.299 0.563 1.189
O2 -0.575 -0.398 1.983
H3 -2.239 1.234 0.297
N1 0.110 -0.708 -0.216
C1 1.275 -0.316 -0.983
H4 1.968 -1.160 -1.078
H5 1.577 1.792 -0.447
H6 -0.836 -0.710 -0.596
H7 2.951 0.744 -0.001
H8 1.022 0.036 -1.987
N2 -2.565 0.286 0.133
C2 0.185 -0.213 1.064
C3 1.867 0.792 -0.099

Orbital gap ... 10.559 eV
DFT total energy ... -379.1244 a.u.
SMILES string ... O=C1NCCO1.N
E_LUMO ... 0.85 eV
Multiplicity ... 1
ΔE to the lowest compared entry with this formula, charge and spin ... 43.49 kJ/mol
HOMO level ... -9.71 eV

=====

What did the eighth record say?
The following is a quantum chemistry calculation of a cluster of 2 separate species, C3H8N2O2 in total, from the Open Molecules 2025 dataset.

Element x y z (Å)
H1 -2.564 -0.154 1.051
H2 -3.519 0.339 -0.201
O1 1.299 0.563 1.189
O2 -0.575 -0.398 1.983
H3 -2.239 1.234 0.297
N1 0.110 -0.708 -0.216
C1 1.275 -0.316 -0.983
H4 1.968 -1.160 -1.078
H5 1.577 1.792 -0.447
H6 -0.836 -0.710 -0.596
H7 2.951 0.744 -0.001
H8 1.022 0.036 -1.987
N2 -2.565 0.286 0.133
C2 0.185 -0.213 1.064
C3 1.867 0.792 -0.099

Orbital gap ... 10.559 eV
DFT total energy ... -379.1244 a.u.
SMILES string ... O=C1NCCO1.N
E_LUMO ... 0.85 eV
Multiplicity ... 1
ΔE to the lowest compared entry with this formula, charge and spin ... 43.49 kJ/mol
HOMO level ... -9.71 eV